No. 1
Molecular formula: C16H17NO
Method: DFT, wB97M-V/def2-TZVPD

The geometry in XYZ format:
```
35
Properties=species:S:1:pos:R:3:forces:R:3
C 1.58340 -0.57001 -1.15889 0.17 0.58 0.34
H 0.12571 -3.11907 -2.44962 0.22 0.09 0.28
C 0.00446 0.98131 3.25137 -0.19 -0.02 -0.04
H 0.59387 1.29448 4.10565 -0.15 0.14 0.03
H 2.06711 1.09860 0.05301 0.12 -0.10 0.11
C -0.74450 -0.74644 1.78495 0.65 -1.01 -0.52
C 2.58153 0.22343 -0.35860 -0.81 -0.10 -0.04
H 3.39647 0.59746 -0.97192 0.22 -0.11 0.00
H -1.76211 2.43455 -0.30490 -0.04 -0.25 -0.13
H 2.08157 -2.67649 -0.82761 -0.01 -0.10 -0.18
H -0.71357 2.95223 2.70670 -0.09 -0.09 0.12
N 0.38283 -2.21999 -2.07268 -0.41 -0.44 -0.14
H 1.80486 -1.19665 3.58471 -0.03 -0.24 0.01
H -2.56806 0.57710 -4.16143 -0.38 0.13 -0.05
O -2.05456 2.41560 0.61207 0.25 0.31 0.15
C -0.06275 1.28691 -2.00397 0.55 0.21 -0.50
H -0.73352 -1.80537 1.53853 -0.11 0.05 -0.04
H -1.82317 -1.77765 -3.71545 -0.18 0.18 0.01
C -1.78245 0.39676 -3.45201 -0.11 -0.74 -0.40
H 0.50931 -2.40020 3.47541 -0.09 -0.33 -0.48
C 0.48186 0.00572 -1.87420 -0.74 -0.19 0.19
H 2.93971 -0.37653 0.47419 0.29 0.08 0.01
C -0.25580 -1.06108 -2.43098 0.53 -0.34 -0.10
C 1.47224 -1.91600 -1.28949 0.26 0.04 0.04
H 0.55483 -1.31796 4.80051 -0.11 0.33 -0.12
C -1.37527 -0.91251 -3.23989 0.28 0.67 0.04
H -1.49278 2.48523 -3.01600 -0.07 -0.12 -0.04
C -1.32218 0.14598 0.91359 0.02 1.26 1.17
C -1.31863 1.48423 1.32708 -0.94 -0.30 -0.95
H -1.82093 -0.07612 -0.00553 -0.19 -0.51 -0.30
C -0.02510 -0.35790 2.91328 -0.26 -0.34 0.19
H 0.39994 2.16259 -1.57395 0.23 0.02 0.20
C -1.14107 1.47323 -2.84051 -0.16 0.30 0.30
C 0.73297 -1.37603 3.72135 0.42 0.39 0.53
C -0.71626 1.89057 2.48523 0.84 0.53 0.32
```
Forces are in eV/Å.

Output
SMILES: Cc1c[nH]c2ccccc12.Cc1ccc(O)cc1
LUMO energy (eV): 0.797
E_HOMO (eV): -8.0
HOMO-LUMO gap (eV): 8.80
Energy above the lowest of the compared OMol25 structures with the same formula, charge and spin (eV): 0.195

***

No. 2
Molecular formula: C38H41BrN4O5PtS
Method: DFT, wB97M-V/def2-TZVPD

The geometry in XYZ format:
```
91
Properties=species:S:1:pos:R:3:forces:R:3
C 5.08680 2.81950 -0.46110 0.31 -0.18 -0.32
H 0.73310 -3.54340 4.22360 0.03 -0.12 0.06
C 2.88620 3.05620 0.57100 -0.26 -0.19 -0.18
C 1.92020 5.24630 1.37480 -0.14 -0.18 -0.11
Br 5.84250 -2.72960 4.34940 0.03 0.06 -0.06
C -1.17890 -3.00210 0.47430 -0.11 -0.88 0.28
C 2.38220 2.00490 -0.20600 0.44 0.27 0.14
C 2.65120 3.49130 3.02110 -0.20 -0.04 -0.18
H -0.33750 -6.73940 1.01020 0.03 -0.02 0.02
C 4.23640 -2.56150 2.02490 0.96 0.10 0.84
H 1.50360 5.39830 0.38430 -0.03 0.06 -0.11
C 2.39360 -2.67090 0.29550 0.11 -0.02 0.36
H 3.65720 3.89950 3.09210 0.16 0.05 0.05
C 0.68930 -2.61780 3.65160 -0.18 0.09 -0.19
S 4.51250 -1.40850 -0.61150 0.23 -0.09 0.37
H 1.88390 -0.69230 -3.69450 0.01 -0.01 -0.11
C -0.61740 -2.47620 2.87350 -0.05 0.12 0.10
O 0.39960 3.78210 -0.82270 -0.02 0.01 0.25
H -3.83130 -3.89150 -1.56500 -0.12 -0.01 0.06
H 1.52590 -2.59840 2.95720 0.20 -0.02 0.02
H 2.69800 2.42390 3.22070 0.03 -0.12 0.12
H -0.62220 -1.46070 2.45030 -0.06 -0.32 0.14
C -1.74710 -3.51760 -1.98820 -0.12 0.20 -0.09
C 2.44460 -0.61900 -2.76210 0.07 0.15 -0.02
C -3.22250 -3.10690 -2.01230 0.15 -0.11 -0.05
C 3.32010 1.14090 -1.03910 0.09 0.15 -0.30
C -3.62210 2.54620 0.08540 -0.02 0.46 -0.04
C -0.57460 -5.69190 0.86940 -0.01 -0.09 -0.04
N 3.47400 -0.11510 -0.29970 0.24 -0.55 0.15
C 4.20840 3.46510 0.42700 0.01 0.15 0.18
C 0.13190 2.65070 -0.38690 -0.40 0.28 -0.35
H 2.88730 5.74100 1.43740 0.17 0.09 0.04
C -1.84670 -2.64150 3.76980 0.03 0.16 -0.10
H 1.65750 2.71990 -2.60230 -0.06 0.12 0.05
Pt 0.08480 -0.28510 0.05100 0.48 -0.21 0.06
H 0.17560 -2.83160 -2.66310 0.17 0.07 -0.01
H 1.81780 -0.99660 -1.95480 0.03 -0.07 -0.21
H 4.58940 4.29310 1.00780 -0.05 0.08 0.12
C 2.80030 0.84780 -2.50620 -0.22 -0.06 -0.29
H 1.05070 3.31030 1.62890 0.09 0.06 0.02
C -0.84550 -2.46020 -2.62610 -0.07 -0.04 0.07
H 3.63580 1.11850 -3.16990 -0.11 -0.05 0.17
C 5.04090 -0.41620 2.86530 -0.37 1.39 -0.24
C -2.35750 3.06050 -0.17340 0.14 -0.20 0.02
H -1.86550 -3.64340 4.20000 0.01 -0.11 0.09
H 1.57960 1.71320 -4.04800 0.01 -0.05 -0.09
O -3.61880 -1.71150 1.02930 0.06 0.12 -0.10
H -0.84560 -1.53080 -2.05060 -0.01 -0.13 -0.16
C 4.68580 1.74580 -1.16710 0.14 0.37 0.08
H -1.08730 -5.94270 -1.18150 -0.01 -0.04 -0.12
C -1.30000 -3.90470 -0.59240 0.00 0.05 0.00
C -2.61920 -1.09420 0.63230 -0.56 -0.09 0.13
O 1.38650 -2.02900 -0.10210 -0.82 0.54 -0.18
C -0.43760 -4.79310 1.90790 0.01 -0.13 0.05
C -0.73500 -3.45390 1.72930 -0.02 0.30 -0.31
H 4.31680 1.36020 1.98750 0.06 0.15 0.03
H -1.18060 -2.24150 -3.64180 -0.03 0.01 -0.10
H 6.10750 3.17470 -0.54670 0.03 0.00 -0.05
C -3.74500 1.17370 0.38580 0.41 -0.74 0.12
H -2.74790 -2.50380 3.17580 -0.11 0.00 0.00
N 1.06050 1.65180 -0.20530 -0.43 -1.03 0.33
C 3.52880 -1.86380 0.96950 -0.41 0.20 -1.02
C 4.24910 0.28540 2.03600 0.59 -0.25 0.47
H -3.38880 -2.19410 -1.45140 -0.06 0.09 0.06
H 1.25330 5.70570 2.10300 -0.06 0.07 0.14
H 0.67590 1.24850 -2.60130 -0.02 0.10 -0.06
H -2.21300 4.10040 -0.42400 0.12 0.08 -0.05
H -4.50040 3.17630 0.04730 0.01 0.05 -0.01
H 3.33110 -1.24860 -2.83980 -0.15 -0.08 -0.07
H -1.84860 -1.91240 4.57850 0.03 0.10 0.16
O 2.60770 -3.86610 0.11530 0.13 -0.16 0.11
H 0.79580 -1.78310 4.34440 0.05 0.04 0.10
H -3.55780 -2.95070 -3.03900 -0.01 0.03 -0.11
O 5.91160 -1.14430 -0.22790 0.27 -0.03 -0.07
H 5.75920 0.06870 3.51420 -0.06 0.11 -0.04
H 2.03420 3.96080 3.78640 -0.05 0.05 0.12
N -1.43850 -1.63780 0.30770 0.79 0.67 -0.28
C 3.26320 -0.37030 1.11470 -0.76 0.28 0.51
C 4.95420 -1.84030 2.90930 -0.66 -1.67 -0.66
C 2.05150 3.74580 1.63500 -0.05 0.08 0.00
H -4.70760 0.72550 0.58400 0.02 -0.17 0.02
H 2.21920 -0.12050 1.41830 0.51 -0.13 -0.07
C -1.24590 2.23760 -0.11510 0.22 0.67 -0.20
C -0.99840 -5.23900 -0.36430 0.02 -0.15 0.03
H -1.66100 -4.42210 -2.60960 0.02 0.06 0.17
H -0.08820 -5.14740 2.86710 0.05 0.02 0.15
H 5.37000 1.21300 -1.81070 0.13 -0.06 -0.07
C -2.62280 0.38370 0.41420 -0.87 0.07 0.11
N -1.39000 0.91200 0.19310 -0.31 0.13 0.10
C 1.60480 1.69370 -2.95680 0.19 0.08 -0.04
H 4.18210 -3.64100 2.03470 -0.02 0.00 0.07
```
Forces are in eV/Å.

Output
LUMO energy (spin up / spin down) (eV): 3.949 / 3.948
E_HOMO (spin up / spin down) (eV): 0.0 / -2.7
HOMO-LUMO gap (spin up / spin down) (eV): 3.92 / 6.67
Expectation value of S²: 2.058
Charge: -2
Energy above the lowest of the compared OMol25 structures with the same formula, charge and spin (eV): 2.849
Multiplicity: 3

***

No. 3
Molecular formula: C35H67Br3O13
Method: DFT, wB97M-V/def2-TZVPD

The geometry in XYZ format:
```
118
Properties=species:S:1:pos:R:3:forces:R:3
C -2.81758 -1.34411 2.27721 0.03 0.09 1.17
H -3.20614 1.80519 -0.83068 0.32 -0.04 0.03
C -2.26250 -0.35562 3.27773 0.74 -0.43 -0.38
H -1.83723 3.93204 -1.51352 0.06 -0.11 0.11
H -0.04838 3.86163 -1.50992 0.03 -0.34 -0.03
C -0.24965 0.74866 0.25729 0.06 0.40 0.26
H 3.49656 -4.01950 -3.26925 -0.01 0.00 0.02
C 4.47272 -2.17786 -0.61760 0.05 0.98 -0.27
H 0.18406 4.89457 1.25010 -0.10 0.18 0.02
Br 2.12563 6.03470 -0.79302 0.88 -0.63 0.29
H -2.15297 -0.70321 -4.12746 0.16 0.08 0.22
H -4.49302 1.13119 -4.69560 -0.29 0.01 -0.06
C 4.21496 -1.89403 3.38904 0.33 -0.64 0.24
H 1.59746 -5.52520 0.12617 -0.12 0.10 -0.28
H -4.03027 -3.03922 2.00330 -0.12 0.13 0.03
C -0.93729 3.87492 -2.13507 -0.59 0.58 0.77
H 2.54348 -3.39813 -1.86724 -0.01 -0.17 -0.03
O 5.54726 -2.47965 -2.70222 0.01 0.20 -0.30
H 1.24647 -0.37769 -2.09855 -0.45 0.25 -0.38
H -4.27158 -3.19631 -4.28945 0.38 0.17 0.29
C -0.87281 5.13014 -2.95464 1.14 -0.45 -1.53
H 5.90443 -1.28586 2.19454 0.37 -0.01 0.48
H 0.86192 -1.97637 -1.54776 -0.15 -0.06 0.03
H 4.85611 -1.15282 -0.60583 0.14 -0.10 0.32
O -0.76057 -3.92681 1.71278 0.19 0.39 -0.28
O -0.82249 1.47777 -4.44579 -0.02 0.57 -0.23
H -2.02400 4.80955 4.38843 0.14 0.38 0.34
Br 2.41255 2.93628 -0.07709 0.54 0.10 -0.29
O 5.09638 1.48603 2.64499 -0.47 0.32 0.19
O -2.66844 -1.18913 1.09253 -0.04 -0.10 -0.53
H -2.16931 1.26916 -2.17944 0.09 -0.35 0.07
H -4.96881 -4.40598 -1.02740 -0.20 0.02 0.19
H -1.36391 -5.96007 -0.23008 -0.07 0.02 0.08
H 0.34669 0.13842 -6.87694 0.11 0.51 -0.12
H -0.28289 5.36783 4.26351 -0.31 0.07 0.47
H 2.81733 -2.39027 -3.29141 -0.11 -0.11 -0.04
C 3.29017 4.66213 -0.02885 0.28 0.34 0.29
O 0.18191 5.71710 -3.10308 -0.39 0.19 0.27
C 0.58596 -0.44770 -0.12061 -0.48 0.20 0.88
C 0.72556 0.31356 -5.86292 -0.67 -0.10 -0.40
H -0.29315 0.92868 1.33106 0.11 -0.50 0.06
H -0.53745 3.35702 0.82353 -0.11 -0.11 0.11
C 5.17969 -0.83347 2.87903 -0.51 -0.18 -0.82
O -2.93187 -2.31316 -2.33529 0.29 0.15 0.59
H 4.73308 -2.85454 3.44244 -0.05 0.01 0.11
H 0.74663 -0.84344 4.57480 -0.03 -0.06 -0.35
O 5.80468 -0.16736 3.96508 0.01 0.47 -0.15
O -4.42023 2.88428 -2.76750 -0.01 0.16 0.27
O -0.76255 2.84850 3.29587 -0.01 -0.38 0.35
H 5.14985 -2.81550 -0.05136 -0.04 -0.03 0.04
H -1.81684 -4.27505 -0.76173 -0.36 -0.09 0.62
H 0.21791 0.83104 4.03451 -0.18 -0.12 0.24
C 1.57771 0.77010 5.70105 0.78 0.04 0.28
H -4.88982 -4.54570 -3.40504 -0.02 -0.03 0.52
H -0.52173 -0.90487 -1.88929 0.13 0.26 -0.34
C -0.49192 0.45115 -4.98365 0.14 -1.33 0.93
H 1.80871 -3.74884 0.52251 -0.27 -0.11 -0.97
H -1.42788 -1.41084 -5.57851 -0.15 0.28 -0.13
H 3.32688 -2.06016 2.77593 0.10 0.32 -0.23
H 0.19055 1.68567 -0.09001 -0.10 -0.22 -0.68
C 0.50424 -0.94723 -1.53160 0.43 -0.37 0.39
C -1.22172 -0.84175 -4.66313 0.14 -0.40 -1.02
H 3.88525 -1.66166 4.40208 -0.01 0.18 -0.08
H 2.02017 -0.12733 7.54598 0.02 -0.24 0.01
H 4.73499 0.30550 1.05612 -0.49 -0.11 -0.09
C -0.86638 3.96895 2.86564 -0.27 0.15 -0.63
H -3.09697 0.19327 3.71124 0.18 0.30 0.02
H -1.56891 4.79223 1.04048 0.05 0.08 -0.08
C -0.69039 4.25746 1.40519 0.14 0.15 -0.19
H -0.35711 -4.91733 -1.28486 -0.06 -0.60 -0.01
H -1.95348 6.36442 -4.39244 0.45 -0.10 -0.04
H -5.18539 -2.73182 -0.50883 0.16 -0.01 0.43
O 6.24035 1.95369 4.54120 -0.11 0.51 0.02
H 3.40510 4.83728 1.03092 -0.13 0.29 -0.03
H 1.26703 -0.61776 -5.69347 0.15 0.17 0.51
H 3.43587 0.20791 2.36251 -0.12 0.76 -0.53
C -4.44664 -3.47241 -0.81707 0.16 -0.38 -0.63
C 3.25891 -3.15804 -2.64777 0.03 0.41 -0.42
H -3.00954 -3.23739 3.35265 0.20 0.41 0.39
C 2.48487 -0.10861 6.55796 -0.29 -0.04 0.11
H -2.82076 5.84410 -2.98327 -0.31 -0.36 -0.22
C 1.24972 -4.68020 0.70788 1.05 1.23 1.36
H -3.66476 -3.69087 -0.09786 -0.09 0.58 0.23
H -1.51009 0.24326 2.77021 -0.55 0.54 0.01
C -3.61916 -2.48551 2.85165 -0.40 -0.86 -1.16
H -3.38256 0.14069 -1.40620 0.30 -0.14 -0.19
C -4.14279 1.71281 -2.69218 0.04 -0.69 -0.71
C -0.22181 -4.39017 0.73157 -0.79 -1.20 0.82
C -1.21826 5.14780 3.74210 0.56 -0.51 -0.41
H 1.61546 -4.74824 1.74174 -0.48 -0.68 0.03
C -3.90385 -3.00182 -2.14362 -0.30 -0.58 -0.78
C -3.14592 1.15839 -1.70871 -0.81 0.74 0.44
H -1.68527 -0.82857 4.07424 -0.47 -0.34 0.15
H 3.46707 -2.15539 -0.20162 0.02 -0.17 0.08
H -1.46899 6.01774 3.14300 -0.25 0.05 0.08
H -1.06181 2.97780 -2.73765 0.30 0.17 -0.25
H -4.30081 -0.27114 -3.64093 0.09 0.07 0.16
H -4.46690 -2.17090 3.45824 0.25 0.18 0.30
C -2.08867 5.51219 -3.73075 -0.69 0.61 0.48
H -1.26309 0.64569 -0.12016 0.05 0.06 -0.08
C -1.03142 -4.94275 -0.41851 0.99 1.04 -1.33
H -5.68984 -2.97398 -3.35949 -0.09 -0.16 0.38
H -5.80137 0.64046 -3.56435 -0.04 0.21 -0.14
C 4.52192 -2.55882 -2.07678 -0.07 -1.07 0.57
H -0.54780 -1.53567 -4.15553 -0.03 0.27 0.41
C 5.73528 1.19782 3.78574 0.59 -1.16 0.22
C 4.49418 0.30659 2.11313 0.28 -0.42 0.51
C -4.72449 0.73175 -3.70817 0.25 -0.06 0.11
O 1.43349 1.91617 6.04498 -0.40 0.27 -0.15
H 3.45283 0.36815 6.70848 0.00 0.11 -0.21
H -2.47776 4.66399 -4.29205 -0.16 -0.07 0.20
H 1.82921 0.31814 3.70947 -0.02 -0.49 -0.07
Br 5.16189 4.68768 -0.65974 -1.08 -0.12 -0.05
C -4.71446 -3.47227 -3.32882 -0.39 0.27 -1.24
H 1.33010 1.21042 -5.77830 0.18 -0.10 -0.24
H 2.63211 -1.12182 6.18679 -0.11 0.01 0.03
C 1.01080 0.20073 4.42819 0.33 0.59 0.21
O 1.26835 -1.00243 0.71493 0.43 -0.20 -0.05
```
Forces are in eV/Å.

Output
LUMO energy (eV): -0.056
E_HOMO (eV): -9.1
HOMO-LUMO gap (eV): 9.07

***

Max |F|: 1.7; 1.9; 2.1 (eV Å⁻¹)